# 1
The following is a DFT calculation (wB97M-V/def2-TZVPD) of one molecule with the formula C4H8N4 in a non-equilibrium geometry.

Properties
SMILES = [H]/N=C(N)/C=C\C(N)=N/[H]
Maximum force = 2.436 eV/A
E = -10237.3666 eV
LUMO = 0.1965 eV
Energy above the lowest of the compared OMol25 structures with the same formula, charge and spin = 20.2 kcal/mol

Geometry as XYZ:
```
16
Properties=species:S:1:pos:R:3:forces:R:3
C 1.2892 -1.4895 0.1100 -0.28 -1.18 -1.27
C 0.6685 -0.4851 1.0210 -0.43 1.68 -0.28
C -0.1514 0.5897 0.8619 0.53 -1.90 -0.20
C -0.9057 1.1591 -0.2572 0.28 0.36 -0.82
H 1.4785 -1.9974 -1.8610 0.91 -1.23 -0.73
H 0.7095 -0.5189 -1.6276 -0.09 0.22 0.14
H 1.7537 -2.4598 1.5966 1.02 -0.37 -1.08
H 1.0650 -0.5185 2.0253 0.07 -0.39 0.16
H -0.3873 1.1717 1.7151 0.20 0.21 1.16
H -2.4640 1.4351 1.0047 0.21 0.85 -1.13
H -2.6133 2.3050 -0.5265 0.20 -0.47 0.44
H -0.9967 1.7063 -2.1191 0.62 -0.88 0.94
N 1.0196 -1.4001 -1.2449 -0.52 1.44 1.78
N 1.9733 -2.5017 0.5660 -1.49 1.35 1.37
N -2.0150 1.8654 0.1720 -0.52 -0.56 0.77
N -0.4239 1.1386 -1.4362 -0.70 0.87 -1.25
```
Positions in Å, forces in eV/Å.



# 2
The following is a DFT calculation (wB97M-V/def2-TZVPD) of C4H8N4O as an isolated structure in a non-equilibrium geometry.

Properties
Maximum force = 7.910 eV/A
E = -12276.6900 eV
LUMO = 0.1964 eV
Energy above the lowest of the compared OMol25 structures with the same formula, charge and spin = 224.8 kcal/mol

Geometry as XYZ:
```
17
Properties=species:S:1:pos:R:3:forces:R:3
C 0.3128 1.3129 -1.9536 -0.85 -0.63 -1.12
C -0.9473 -0.3380 0.8352 5.78 -0.98 2.71
C 0.2090 0.0658 0.1937 -3.82 0.04 -3.67
C 1.5734 0.1290 0.5984 1.43 0.43 -3.24
H 1.1652 2.0290 -1.1701 -2.67 -2.15 -3.29
H -0.8375 2.0385 -2.5437 4.29 -2.17 1.45
H 0.8016 0.2092 -2.6168 -0.79 4.49 1.24
H -1.5143 -1.0716 2.8030 3.39 0.27 -3.22
H -0.5717 -2.1479 1.6308 0.03 3.87 1.61
H 1.4567 -0.0059 1.6529 0.96 0.30 0.81
H 1.9312 1.0916 0.1066 0.15 -0.62 1.73
H 3.3723 -0.7128 0.8920 -3.42 -1.25 -4.90
N -0.4338 0.5063 -1.0040 5.41 1.33 2.10
N -1.6705 0.4292 -0.9738 -3.56 -0.35 1.29
N -2.0142 -0.1204 0.2318 -4.15 0.81 -3.38
N -0.5898 -1.0193 1.9953 -4.60 -5.35 3.57
O 2.5334 -0.8773 -0.0679 2.43 1.94 6.31
```
Positions in Å, forces in eV/Å.



# 3
The following is a DFT calculation (wB97M-V/def2-TZVPD) of a 2-piece molecular cluster, C4H8N4O overall in a non-equilibrium geometry.

Properties
Maximum force = 1.071 eV/A
E = -12280.4532 eV
LUMO (alpha / beta) = -1.8309 / -2.5461 eV
Energy above the lowest of the compared OMol25 structures with the same formula, charge and spin = 138.0 kcal/mol

Geometry as XYZ:
```
17
Properties=species:S:1:pos:R:3:forces:R:3
N 0.2496 -0.7383 1.1394 0.00 0.35 -0.35
C 0.8079 1.4146 0.0472 0.34 -0.89 -0.50
C -1.5625 -0.4804 -0.0207 -1.02 -0.07 -0.16
C 1.1844 -0.0103 0.5388 -0.29 0.11 0.21
N -0.2977 1.8658 0.6281 -0.57 -0.42 0.02
N -1.3334 -0.3549 -1.3571 0.20 -0.01 0.12
C 2.4958 -0.3824 0.4115 0.41 -0.08 0.05
N -2.3700 -1.2760 0.5689 0.67 0.28 -0.22
O 1.4981 1.8789 -0.8702 -0.31 0.10 0.63
H 0.4103 -1.7458 1.1422 0.28 0.06 0.11
H -0.6336 2.7049 0.1594 -0.14 -0.10 -0.06
H -1.1878 0.5763 0.5300 0.50 0.62 0.10
H -1.6082 -1.0811 -1.9983 0.12 -0.06 0.10
H -0.7058 0.3536 -1.7022 -0.06 0.02 0.05
H -3.0125 -1.7437 -0.0752 -0.04 0.19 0.08
H 3.2127 0.3528 0.0735 -0.02 -0.06 -0.08
H 2.8527 -1.3341 0.7846 -0.06 -0.03 -0.09
```
Positions in Å, forces in eV/Å.



# 4
The following is a DFT calculation (wB97M-V/def2-TZVPD) of C4H8N4O as an isolated structure in a non-equilibrium geometry.

Properties
Maximum force = 7.678 eV/A
E = -12274.7868 eV
LUMO = -0.6858 eV
Energy above the lowest of the compared OMol25 structures with the same formula, charge and spin = 268.7 kcal/mol

Geometry as XYZ:
```
17
Properties=species:S:1:pos:R:3:forces:R:3
C 0.4610 0.5866 -1.4733 0.54 -2.19 -1.09
C -0.2882 -0.9787 -0.0613 4.15 -2.67 -5.89
C -0.7673 0.1335 0.4166 0.46 4.55 2.01
C -0.9027 0.5930 1.9071 0.54 0.27 0.65
H -0.3000 1.3123 -3.6235 3.45 0.65 3.15
H 2.0035 1.1023 -2.9496 -4.78 1.75 1.62
H 0.5455 -2.6671 -0.5991 -0.46 -0.09 1.15
H -0.1502 -2.5987 1.0578 -0.28 -1.62 1.72
H -0.0705 1.8171 2.1334 -2.53 -3.50 -0.69
H -2.1133 0.8314 2.4981 3.96 -0.80 -2.12
H 0.7063 -1.2824 2.1970 -4.47 3.94 0.92
H 0.0932 2.0698 -0.0043 -0.98 -2.62 -1.80
N 0.8508 1.5974 -2.4284 1.76 -3.74 -4.39
N 0.4859 -0.7679 -1.3753 -1.84 2.94 1.13
N -0.0213 -2.2733 0.1612 -0.56 -0.40 -0.52
N -0.1474 1.0856 -0.4452 -1.83 5.44 3.78
O -0.3853 -0.5611 2.5889 2.88 -1.90 0.34
```
Positions in Å, forces in eV/Å.



# 5
The following is a DFT calculation (wB97M-V/def2-TZVPD) of C4H8N4P2 as an isolated structure in a non-equilibrium geometry.

Properties
Maximum force = 4.012 eV/A
E = -28811.4128 eV
LUMO (alpha / beta) = 0.1517 / 0.1530 eV
Energy above the lowest of the compared OMol25 structures with the same formula, charge and spin = 47.3 kcal/mol

Geometry as XYZ:
```
18
Properties=species:S:1:pos:R:3:forces:R:3
C -2.0016 -1.1487 -0.3946 -1.55 0.88 0.95
C -2.6052 -0.2027 0.4300 -0.04 -3.55 -1.86
C -0.6257 -0.7042 -0.5645 1.52 -0.73 -0.44
C 0.0350 1.6111 -0.2845 2.71 2.40 -0.76
N -1.8350 0.8265 0.6743 -0.42 2.78 1.52
N 2.1621 -1.3880 -0.1189 0.25 2.85 0.07
N -0.7449 0.6394 0.0096 1.40 -1.06 0.05
N 1.4851 1.4394 -0.4970 -2.89 -0.20 -0.64
P 0.6513 -2.0752 0.0194 -0.76 0.30 3.02
P 2.2053 0.1768 0.3190 -0.06 -1.56 -0.29
H -2.3894 -2.1199 -0.5854 0.03 -0.56 -0.07
H -3.5263 -0.3180 0.9498 -0.60 0.09 0.09
H -0.0839 -0.5298 -1.5027 -0.83 -0.15 -0.39
H -0.3882 2.6097 -0.3230 0.31 -0.16 0.36
H 1.8277 1.6594 -1.4453 -0.25 -0.16 0.65
H 0.5719 -1.7506 1.5693 -0.68 -0.63 -1.87
H 3.4362 0.6428 0.1142 1.84 0.20 0.08
H 1.8256 0.6321 1.6304 0.02 -0.76 -0.47
```
Positions in Å, forces in eV/Å.



# 6
The following is a DFT calculation (wB97M-V/def2-TZVPD) of C4H8N9O7P2Pd as an isolated structure.

Properties
Maximum force = 0.761 eV/A
2S+1 = 3
E = -54084.3712 eV
LUMO (alpha / beta) = 2.6662 / 0.6361 eV
Energy above the lowest of the compared OMol25 structures with the same formula, charge and spin = 1.3 kcal/mol
⟨S²⟩ = 2.004
Charge = -1

Geometry as XYZ:
```
31
Properties=species:S:1:pos:R:3:forces:R:3
Pd -0.5030 -0.1083 -0.7321 -0.31 -0.24 -0.65
C 2.1380 2.3113 1.9673 0.01 0.01 -0.01
C 1.7993 1.9008 0.5456 -0.05 -0.04 0.01
O 2.6867 2.5906 -0.3494 0.01 0.09 -0.04
P 2.2070 0.1429 0.2084 0.15 0.06 0.20
O 1.5149 -0.7572 1.3032 0.19 0.16 -0.01
O 3.7747 0.0672 0.5164 -0.07 -0.13 -0.01
O 1.8961 -0.2683 -1.1884 -0.21 0.08 0.11
P 0.1011 2.4780 0.0267 0.19 0.09 -0.17
O -0.8347 1.4681 0.9393 -0.03 -0.14 0.14
O -0.0916 3.8992 0.3323 -0.02 -0.05 0.09
O -0.0890 1.9234 -1.3831 0.07 0.14 0.20
H 3.2112 2.2082 2.1308 0.00 -0.01 0.02
H 1.6047 1.6857 2.6830 -0.02 0.00 -0.01
H 1.8464 3.3504 2.1161 0.02 0.01 -0.02
H 2.3118 2.5310 -1.2404 -0.01 -0.03 0.00
H 1.2977 -1.6595 0.9330 -0.04 -0.15 0.02
H 4.2532 -0.2465 -0.2603 0.02 0.08 -0.01
H -1.7885 1.6546 0.8268 0.01 -0.06 -0.03
N -2.7573 -2.6958 -1.3366 0.10 0.08 -0.23
C -3.3055 -1.4563 -1.0485 -0.04 -0.22 0.09
N -4.5998 -1.1963 -1.0340 -0.01 0.07 0.12
N -4.6759 0.0946 -0.6427 0.02 -0.02 -0.11
N -3.4987 0.5807 -0.4527 -0.02 -0.03 0.07
N -2.5967 -0.3870 -0.7102 -0.03 0.25 -0.13
C -1.4988 -3.0618 -0.9136 -0.19 0.03 0.18
N -1.0380 -4.3014 -0.8553 0.20 0.03 -0.02
N 0.1950 -4.1748 -0.3191 -0.17 -0.16 0.20
N 0.4476 -2.9441 -0.0547 -0.11 0.06 -0.26
N -0.6077 -2.1944 -0.4484 0.36 0.06 0.21
H -3.4004 -3.4346 -1.5595 -0.01 -0.02 0.05
```
Positions in Å, forces in eV/Å.



# 7
The following is a DFT calculation (wB97M-V/def2-TZVPD) of an isolated ion of composition C4H8NO and charge +1 in a non-equilibrium geometry.

Properties
SMILES = C=[N+]1CCOC1
Maximum force = 3.423 eV/A
E = -7806.1394 eV
LUMO = -5.5118 eV
Energy above the lowest of the compared OMol25 structures with the same formula, charge and spin = 45.3 kcal/mol
Charge = +1

Geometry as XYZ:
```
14
Properties=species:S:1:pos:R:3:forces:R:3
C -1.2717 -1.2236 -0.6078 -1.60 0.86 -1.99
C -0.2375 0.9014 -0.3205 3.01 1.56 0.47
C 0.5072 1.2395 1.0291 -1.30 -0.68 0.29
C 0.8014 -0.9323 0.6765 -0.22 -1.78 2.90
N -0.2911 -0.5267 -0.1803 -0.75 -1.78 -0.93
O 1.4128 0.1774 1.1647 0.23 0.44 -0.28
H -1.6248 -2.2661 -0.7246 1.61 0.01 1.30
H -2.0300 -0.6594 -1.1803 0.53 0.24 0.41
H -1.2017 1.2525 -0.2025 -1.94 1.10 -0.74
H 0.3880 1.2435 -1.2450 -1.40 -0.74 1.62
H 1.1475 2.0578 0.9647 0.40 1.92 -0.05
H -0.2024 1.2987 1.9244 0.75 -0.01 -1.25
H 0.3430 -1.4950 1.5145 -0.07 -0.01 -0.34
H 1.5565 -1.5392 0.2832 0.76 -1.12 -1.41
```
Positions in Å, forces in eV/Å.



# 8
The following is a DFT calculation (wB97M-V/def2-TZVPD) of an isolated ion of composition C4H8NO and charge +1 in a non-equilibrium geometry.

Properties
SMILES = C[N+]1(C)CC1=O
Maximum force = 3.655 eV/A
E = -7805.3292 eV
LUMO = -4.6626 eV
Energy above the lowest of the compared OMol25 structures with the same formula, charge and spin = 64.0 kcal/mol
Charge = +1

Geometry as XYZ:
```
14
Properties=species:S:1:pos:R:3:forces:R:3
C -0.6925 -0.7937 -1.6004 -0.62 0.14 -2.56
C 0.2253 -1.4790 -0.7131 0.41 -0.38 -0.33
C 0.9373 1.0133 -0.3761 -1.45 -3.11 -1.27
C -1.1435 0.0755 0.6319 -0.62 -0.59 -2.01
N -0.1350 -0.1004 -0.4373 -0.64 3.06 0.47
O -1.4087 -0.5888 -2.5293 1.42 -0.40 2.05
H -0.1618 -2.0584 0.0822 -0.04 -1.43 0.33
H 1.2751 -1.5174 -0.9723 -0.02 -0.78 -0.29
H 1.0567 1.1354 0.6706 0.38 0.87 0.71
H 1.7066 0.4075 -0.8040 1.42 0.89 -0.31
H 0.5557 1.7815 -1.0141 0.26 0.89 0.10
H -0.6144 -0.3098 1.4858 -0.70 0.17 0.94
H -1.3545 1.1245 0.5444 -0.35 0.46 0.96
H -2.0453 -0.4675 0.2476 0.55 0.21 1.23
```
Positions in Å, forces in eV/Å.